1.
{
  "formula": "C33H53Cl3F4O22S5",
  "method": "ωB97M-V/def2-TZVPD",
  "elements": ["O", "C", "O", "C", "C", "F", "O", "H", "H", "H", "O", "C", "O", "C", "C", "F", "O", "H", "H", "H", "O", "C", "O", "C", "C", "F", "O", "H", "H", "H", "O", "C", "O", "C", "C", "F", "O", "H", "H", "H", "O", "S", "O", "C", "C", "C", "C", "H", "H", "H", "H", "H", "H", "H", "H", "O", "S", "O", "C", "C", "C", "C", "H", "H", "H", "H", "H", "H", "H", "H", "O", "S", "O", "C", "C", "C", "C", "H", "H", "H", "H", "H", "H", "H", "H", "O", "S", "O", "C", "C", "C", "C", "H", "H", "H", "H", "H", "H", "H", "H", "O", "S", "O", "C", "C", "C", "C", "H", "H", "H", "H", "H", "H", "H", "H", "Cl", "C", "Cl", "Cl", "H"],
  "coordinates": [[-3.05830, 0.40870, 4.71550], [-3.69076, -0.19879, 3.86202], [-4.85928, -0.86132, 4.00343], [-5.20092, -1.33733, 2.68675], [-3.91456, -1.21762, 1.86999], [-4.20918, -0.63414, 0.70900], [-3.14089, -0.36559, 2.61153], [-5.51610, -2.39283, 2.90424], [-5.93527, -0.71782, 2.28750], [-3.37914, -2.12107, 1.64108], [-0.48390, 4.93806, -5.18204], [-0.81828, 4.62029, -4.07618], [-2.08228, 4.61306, -3.45060], [-1.97855, 3.72286, -2.32086], [-0.47486, 3.42884, -2.22608], [-0.36000, 2.08249, -2.44450], [0.10132, 4.11170, -3.27340], [-2.34506, 4.13654, -1.39607], [-2.48180, 2.82091, -2.67208], [-0.14648, 3.67032, -1.20758], [0.18241, 4.36303, 1.04548], [1.29499, 3.96851, 1.25900], [2.23530, 3.92383, 0.30555], [3.39371, 3.21178, 0.69451], [3.07064, 2.81861, 2.15777], [4.00054, 3.47378, 2.94317], [1.77132, 3.36069, 2.37344], [3.52738, 2.31523, 0.12127], [4.28734, 3.82322, 0.67419], [3.09620, 1.73071, 2.46864], [2.12116, 0.56063, -0.69028], [1.01295, 0.15118, -0.51835], [0.04961, 0.72918, 0.23284], [-0.94783, -0.25818, 0.49644], [-0.76852, -1.28659, -0.66179], [-1.70621, -0.91508, -1.62507], [0.53416, -1.05900, -1.05491], [-0.72555, -0.72993, 1.44205], [-1.90790, 0.12968, 0.56796], [-0.96519, -2.34316, -0.44048], [-0.14538, -5.60751, 1.64941], [1.20295, -5.55233, 2.17917], [1.37154, -5.33839, 3.59311], [2.12675, -7.03932, 1.75859], [3.18464, -6.59942, 0.71855], [3.66152, -5.19573, 1.10615], [2.35041, -4.41064, 1.30091], [1.40137, -7.74010, 1.34461], [2.53849, -7.46213, 2.70356], [4.01106, -7.32523, 0.62618], [2.71857, -6.57428, -0.27226], [4.14826, -4.63152, 0.30295], [4.38254, -5.24722, 1.92253], [1.96124, -3.95788, 0.40085], [2.50067, -3.56746, 2.00458], [6.22915, -3.04253, -2.15113], [4.82910, -2.70809, -2.13980], [4.06864, -2.84297, -0.87778], [4.57266, -1.10445, -2.80079], [3.17772, -1.20513, -3.28570], [2.88729, -2.53872, -3.98843], [3.89921, -3.53494, -3.38140], [5.37649, -0.98189, -3.53600], [4.68287, -0.48820, -1.92703], [2.48625, -1.17345, -2.43014], [2.86918, -0.36481, -3.85027], [3.07038, -2.65079, -5.04694], [1.88727, -2.80100, -3.75832], [4.72111, -3.77130, -4.02798], [3.52726, -4.44708, -2.89682], [0.98731, -1.94374, 2.78419], [1.47924, -1.29301, 3.96718], [2.24376, -0.07358, 3.82235], [0.17459, -0.96676, 5.09046], [0.70188, -1.43790, 6.46375], [1.34083, -2.79155, 6.19283], [2.25825, -2.43298, 5.01381], [-0.61299, -1.67577, 4.76477], [-0.21114, 0.08418, 5.03633], [1.48103, -0.74604, 6.90991], [-0.14804, -1.47605, 7.14031], [0.53597, -3.48363, 5.95463], [1.87747, -3.19999, 7.06637], [2.52463, -3.32317, 4.43680], [3.20363, -2.01707, 5.33833], [-3.71877, 2.76783, 0.22421], [-3.97196, 2.72687, 1.63366], [-4.78427, 1.72763, 2.23322], [-2.44316, 2.83129, 2.55376], [-2.82562, 3.74460, 3.74742], [-3.55425, 4.94131, 3.10158], [-4.66443, 4.36850, 2.21287], [-1.65122, 3.34925, 1.97129], [-2.15015, 1.83642, 2.88366], [-3.51329, 3.27278, 4.44593], [-1.96784, 4.01182, 4.38872], [-2.82073, 5.55624, 2.60751], [-4.01457, 5.53252, 3.87466], [-4.73064, 4.97659, 1.32499], [-5.49699, 4.00634, 2.77936], [2.51130, 1.07020, -5.79190], [1.33472, 0.83308, -6.53644], [1.36479, -0.02111, -7.73051], [-0.07811, 0.29112, -5.55196], [-1.23458, 1.15665, -5.91226], [-0.85488, 1.97981, -7.17060], [0.56332, 2.29982, -7.07166], [0.34473, 0.33185, -4.56208], [-0.19768, -0.72037, -5.84637], [-2.08405, 0.49129, -6.07341], [-1.54582, 1.86848, -5.10785], [-1.52701, 2.84835, -7.11005], [-1.00432, 1.39299, -8.10246], [0.61550, 3.01474, -6.27689], [1.10316, 2.66901, -7.96014], [-6.89777, 3.47023, -0.40891], [-5.95414, 2.89200, -1.79127], [-5.30192, 4.28326, -2.78053], [-6.88191, 1.78956, -2.79916], [-5.08530, 2.41517, -1.45384]],
  "forces_ev_per_angstrom": [[-1.914, -1.333, -1.663], [1.925, 1.173, 1.969], [1.432, 1.158, -0.661], [0.782, -2.875, 1.746], [-1.145, -0.336, 0.432], [-0.206, 0.548, -1.589], [0.372, 0.030, 1.418], [0.019, 1.000, -0.852], [-1.373, 0.867, -0.810], [0.235, -0.613, 0.071], [-1.568, 0.466, 0.628], [-1.109, 0.096, -1.027], [2.029, 0.517, -1.142], [0.501, -0.024, -1.190], [-1.873, -0.229, 1.143], [0.781, -0.571, -0.062], [1.117, -0.515, 1.580], [-0.513, 0.241, -0.064], [-0.170, -0.085, 0.755], [0.875, -0.032, -0.617], [0.550, 0.086, 0.821], [0.437, -1.071, -0.797], [-0.055, 0.553, -0.881], [-0.414, -0.763, 1.416], [0.529, -0.195, 0.010], [-0.565, -0.085, 0.280], [-0.131, -0.021, 0.354], [-0.164, -0.209, -0.668], [-0.061, 0.280, -0.064], [-0.262, 1.288, -0.507], [-1.016, -0.290, -0.018], [-0.102, -0.276, 0.028], [0.513, -0.470, -0.441], [1.511, -1.873, -0.111], [-1.249, 1.393, 1.138], [0.724, -0.298, -0.340], [0.619, 0.744, -0.136], [0.310, -0.175, 0.350], [-1.532, 1.093, -0.430], [0.369, 0.330, 0.020], [0.559, 0.223, -0.116], [0.556, 0.164, -0.717], [-0.022, 0.275, 0.580], [0.215, -0.512, -0.075], [0.310, -0.562, -0.058], [-0.670, 0.179, -1.072], [0.483, 0.651, 2.130], [0.081, -0.036, 0.046], [-0.172, 0.475, -0.698], [-0.339, 0.237, 0.256], [-0.074, 0.100, 0.107], [0.183, -0.596, 0.041], [-0.524, 0.249, 0.430], [-0.220, -0.403, -0.404], [-0.303, -0.484, -0.387], [0.022, -0.314, 0.020], [-0.892, -0.146, 2.145], [0.898, 0.344, -1.255], [0.831, -0.455, 0.301], [-1.710, 0.184, 0.088], [1.710, -0.662, 0.564], [0.046, -0.753, 0.557], [-0.338, 0.332, 0.030], [0.151, 0.779, 0.091], [0.563, -0.096, -0.059], [-0.024, 0.875, -0.915], [-0.271, 0.808, -0.435], [-0.958, -0.494, 0.019], [0.034, -0.508, -0.959], [-0.074, 0.207, -0.371], [-0.190, -0.178, -0.569], [-0.455, 1.532, 0.086], [0.403, -0.257, -0.164], [-1.247, 0.285, 0.489], [0.139, 1.118, 0.573], [-0.047, 0.742, 0.190], [1.445, -2.502, 0.272], [0.108, 0.484, 0.299], [0.500, -0.983, -0.054], [-0.964, -0.490, -0.647], [0.061, -0.047, 0.234], [0.250, -0.286, -0.444], [-0.033, 0.259, -0.524], [-0.173, 0.094, -0.149], [0.058, 0.375, 0.271], [0.136, -0.452, -1.005], [0.951, 2.847, 1.069], [-1.190, -1.338, 0.315], [0.403, 0.625, 0.780], [0.036, 0.038, -0.035], [-0.045, -0.796, 1.014], [2.569, -1.044, -0.621], [-0.553, -0.537, 0.092], [0.061, 0.022, -0.223], [-0.147, -0.482, -0.149], [-0.124, 0.072, -0.674], [0.010, 0.246, -0.632], [-0.118, 0.439, 0.319], [-1.075, 0.044, -0.162], [-0.914, 0.556, -0.006], [1.555, 0.087, 1.162], [-1.931, -1.241, -2.844], [0.361, 0.380, 1.138], [1.917, 0.087, 0.492], [-0.831, 0.526, 0.313], [-2.448, -0.961, -0.945], [1.360, 1.583, 0.045], [-0.482, 0.064, 0.745], [-0.226, -1.019, -0.147], [-0.160, 0.360, -0.207], [0.505, -0.614, -0.428], [0.499, -0.066, -0.685], [-0.404, 0.357, 0.568], [0.742, 0.692, 0.564], [-0.439, -0.182, 0.326], [0.175, -0.107, -0.354], [-0.661, 1.321, -0.958], [-0.564, -0.628, 0.517], [0.023, 0.123, 0.081], [0.895, -0.734, 0.701]],
  "lowdin_charge": [0.13, -0.51, 0.09, -0.02, -0.36, 0.08, 0.06, 0.16, 0.11, 0.17, 0.16, -0.51, 0.03, -0.08, -0.29, 0.06, 0.16, 0.11, 0.13, 0.15, 0.13, -0.53, 0.08, -0.04, -0.24, 0.03, 0.13, 0.11, 0.14, 0.16, 0.17, -0.48, 0.09, -0.04, -0.26, 0.03, 0.11, 0.11, 0.09, 0.18, -0.34, 0.67, -0.34, -0.23, -0.22, -0.21, -0.21, 0.10, 0.11, 0.12, 0.11, 0.08, 0.12, 0.09, 0.08, -0.31, 0.68, -0.34, -0.22, -0.23, -0.15, -0.22, 0.13, 0.11, 0.09, 0.08, 0.11, 0.10, 0.09, 0.11, -0.31, 0.65, -0.31, -0.24, -0.22, -0.19, -0.25, 0.11, 0.13, 0.14, 0.11, 0.12, 0.13, 0.09, 0.11, -0.34, 0.66, -0.29, -0.20, -0.20, -0.21, -0.18, 0.09, 0.08, 0.11, 0.13, 0.11, 0.11, 0.09, 0.09, -0.30, 0.66, -0.33, -0.22, -0.19, -0.23, -0.27, 0.09, 0.09, 0.12, 0.12, 0.12, 0.13, 0.09, 0.14, 0.57, -1.48, 0.53, 0.55, -0.05],
  "smiles": "O=C1OC[C@@H](F)O1.O=C1OC[C@@H](F)O1.O=C1OC[C@@H](F)O1.O=C1OC[C@@H](F)O1.O=S1(=O)CCCC1.O=S1(=O)CCCC1.O=S1(=O)CCCC1.O=S1(=O)CCCC1.O=S1(=O)CCCC1.ClC(Cl)Cl",
  "e_lumo_ha": 0.010,
  "multiplicity": 1,
  "e_tot_ha": -6715.46785
}


2.
{
  "formula": "C2H6N4S",
  "method": "ωB97M-V/def2-TZVPD",
  "elements": ["H", "N", "C", "N", "S", "C", "N", "N", "H", "H", "H", "H", "H"],
  "coordinates": [[-2.11666, 1.46648, 1.26386], [-1.25351, 1.17738, 0.68773], [-0.82514, 0.03319, 1.14787], [-0.10367, -0.96833, 0.48630], [0.42931, -2.38005, 1.26574], [0.20523, -0.69730, -0.90213], [0.54877, 0.28745, -1.61970], [0.85086, 1.54787, -1.29647], [-1.11061, -0.45955, 2.00408], [1.93626, -2.44952, 1.05750], [0.25173, -1.71254, -1.44707], [0.13981, 2.01347, -0.61482], [1.04761, 2.14145, -2.03288]],
  "forces_ev_per_angstrom": [[2.138, -0.342, -0.778], [-0.815, -1.846, 1.116], [-0.321, 0.581, -1.515], [0.641, 3.293, -1.455], [2.062, -0.353, -0.619], [0.690, -2.852, -1.423], [0.214, -0.738, -0.428], [-2.207, 0.523, 4.536], [-1.177, -0.172, 2.723], [-2.761, 0.766, 0.384], [-0.254, 1.645, 0.728], [1.560, -1.211, -1.158], [0.231, 0.704, -2.110]],
  "lowdin_charge": [0.09, 0.05, -0.32, -0.51, 0.75, -0.27, -0.05, -0.01, 0.06, -0.04, 0.12, 0.09, 0.04],
  "smiles": "[H]/N=C/N(S)/C=N\\N",
  "e_lumo_ha": 0.014,
  "multiplicity": 1,
  "e_tot_ha": -696.89807
}


So what do the calculations give for Kohn-Sham gap? Going down the list: 10.44; 8.70 eV.